[1]
C3H4N2OS | the ωB97M-V functional and the def2-TZVPD basis

```
11
Properties=species:S:1:pos:R:3
O 1.487 -1.268 -0.666
N 0.353 -0.480 -0.732
C -0.523 -0.476 -1.728
N -1.510 0.356 -1.496
C -1.298 0.845 -0.274
C -0.183 0.297 0.309
S 0.522 0.492 1.953
H 2.197 -0.717 -0.279
H -0.330 -1.132 -2.612
H -2.033 1.600 0.154
H 0.048 -0.611 2.579
```

The relative energy (zero: lowest compared OMol25 entry of this formula, charge and spin) comes out at 2.5020 eV. As for the spin multiplicity: 1. The charge is 0. The value obtained for the LUMO energy is 0.5 eV. The HOMO energy is -9.18 eV. Its largest force on an atom is 0.053 hartree/bohr.

***

[2]
C6H9NS | the ωB97M-V functional and the def2-TZVPD basis

```
17
Properties=species:S:1:pos:R:3
C -1.150 1.155 0.382
C -0.015 -1.048 -0.392
C 0.657 -1.133 0.945
C 1.278 0.332 0.839
C 0.727 0.144 -1.067
C 0.239 1.158 0.011
H -1.837 1.996 0.007
H -1.334 1.278 1.456
H -0.025 -1.893 -0.994
H -0.027 -1.168 1.825
H 1.429 -1.825 0.800
H 1.817 0.669 1.643
H 2.725 -0.591 -0.431
H 0.634 0.150 -2.153
H 0.355 2.189 -0.390
N 2.075 0.256 -0.490
S -1.792 -0.390 -0.165
```

The relative energy (zero: lowest compared OMol25 entry of this formula, charge and spin) comes out at 2.3791 eV. As for the spin multiplicity: 1. The charge is 0. The value obtained for the LUMO energy is 0.9 eV. The HOMO energy is -8.32 eV. Its largest force on an atom is 0.079 hartree/bohr.

***

[3]
C3H11NO | the ωB97M-V functional and the def2-TZVPD basis

```
16
Properties=species:S:1:pos:R:3
C 0.653 0.543 -0.544
C -0.667 -0.156 -0.557
C -1.475 0.156 0.692
N -1.445 0.211 -1.769
H 1.175 0.177 0.343
H 1.274 0.437 -1.425
H 0.529 1.618 -0.423
H -0.524 -1.246 -0.572
H -2.152 -0.622 1.039
H -0.750 0.138 1.517
H -1.866 1.172 0.704
H -2.305 -0.332 -1.743
H -0.974 -0.249 -2.543
O 2.523 -0.841 1.810
H 3.307 -1.045 1.291
H 2.696 0.040 2.180
```

The relative energy (zero: lowest compared OMol25 entry of this formula, charge and spin) comes out at 0.5118 eV. As for the spin multiplicity: 1. The charge is 0. The value obtained for the LUMO energy is 0.8 eV. The HOMO energy is -9.34 eV. Its largest force on an atom is 0.035 hartree/bohr.

***

[4]
C2H5BO | the ωB97M-V functional and the def2-TZVPD basis

```
9
Properties=species:S:1:pos:R:3
B 0.720 1.554 -0.311
C -0.588 -1.210 0.276
C 0.154 -0.988 -0.762
O 0.301 0.793 -1.218
H 0.729 1.114 0.721
H 0.642 2.722 -0.623
H -0.942 -2.146 0.542
H -1.069 -0.391 0.806
H 0.467 -1.649 -1.641
```

The relative energy (zero: lowest compared OMol25 entry of this formula, charge and spin) comes out at 3.8243 eV. As for the spin multiplicity: 1. The charge is 0. The value obtained for the LUMO energy is 0.9 eV. The HOMO energy is -10.04 eV. Its largest force on an atom is 0.153 hartree/bohr.

***

[5]
C17H34BrCl22N2O5P | the ωB97M-V functional and the def2-TZVPD basis

```
82
Properties=species:S:1:pos:R:3
N -0.463 -0.763 4.959
C -1.629 -0.316 4.216
C -1.358 0.353 2.854
C -2.400 0.015 1.780
C -2.353 -1.372 1.124
C -3.683 -2.059 1.465
O -3.772 -3.456 1.187
N -3.570 -4.221 2.431
O -4.569 -4.667 2.797
O -2.405 -1.293 -0.338
C -1.678 -0.380 -0.995
O -1.879 -0.168 -2.169
P -0.927 -2.477 1.719
O -1.049 -3.760 0.787
Br 0.895 -1.528 0.761
H 0.070 -1.436 4.420
H 0.139 0.025 5.165
H -2.145 0.407 4.846
H -2.312 -1.156 4.099
H -0.336 0.213 2.518
H -1.465 1.426 3.009
H -2.381 0.785 1.016
H -3.347 0.142 2.306
H -3.933 -1.881 2.506
H -4.415 -1.589 0.815
H -0.893 0.131 -0.433
H -1.584 -3.664 -0.024
Cl -2.754 2.801 6.921
C -1.475 3.939 6.477
Cl -0.401 3.278 5.236
H -1.935 4.838 6.085
H -0.886 4.160 7.357
Cl -2.320 -3.945 -1.949
C -3.144 -3.157 -3.309
Cl -3.129 -4.168 -4.751
H -4.171 -2.975 -3.018
H -2.629 -2.227 -3.518
Cl 0.851 0.887 -5.959
C 0.158 1.458 -4.431
Cl 1.280 2.497 -3.542
H -0.730 2.033 -4.656
H -0.083 0.603 -3.813
Cl 6.430 2.272 -2.693
C 4.783 1.706 -2.366
Cl 4.226 2.173 -0.753
H 4.125 2.156 -3.098
H 4.748 0.626 -2.445
Cl -0.419 4.214 1.935
C 0.863 3.779 0.790
Cl 1.267 2.064 0.877
H 0.521 4.001 -0.215
H 1.746 4.356 1.032
Cl 1.197 5.921 8.151
C 2.420 5.400 6.980
Cl 2.763 3.673 7.084
H 2.054 5.617 5.984
H 3.333 5.945 7.185
Cl -2.191 2.845 -0.321
C -3.420 2.691 -1.588
Cl -2.810 3.181 -3.169
H -3.732 1.654 -1.643
H -4.251 3.334 -1.328
Cl -1.790 -6.853 4.358
C -3.415 -7.544 4.392
Cl -4.018 -7.765 6.040
H -4.085 -6.872 3.873
H -3.386 -8.512 3.907
Cl 5.540 -0.767 -5.848
C 3.929 -1.390 -5.461
Cl 3.433 -0.942 -3.822
H 3.217 -0.962 -6.155
H 3.943 -2.469 -5.534
Cl 4.000 4.188 -4.442
C 5.300 5.292 -4.907
Cl 4.787 6.443 -6.147
H 5.608 5.845 -4.029
H 6.120 4.704 -5.297
Cl 5.382 -4.127 -7.173
C 4.457 -5.599 -7.495
Cl 2.720 -5.342 -7.298
H 4.648 -5.907 -8.516
H 4.774 -6.362 -6.796
```

As for the spin multiplicity: 1. The charge is 0. The value obtained for the LUMO energy is -0.8 eV. The HOMO energy is -9.18 eV. Its largest force on an atom is 0.015 hartree/bohr.

***

[6]
C17H25N2Pb | the ωB97M-V functional and the def2-TZVPD basis

```
45
Properties=species:S:1:pos:R:3
C -0.447 0.776 -4.257
C 0.144 2.128 -4.197
C 0.371 -0.315 -4.829
C -1.913 0.619 -4.257
H 0.342 -0.237 -5.939
H -0.012 -1.324 -4.572
H 1.440 -0.253 -4.534
H 0.148 2.559 -5.216
H 1.193 2.120 -3.864
H -0.430 2.824 -3.566
H -2.284 0.764 -5.290
H -2.428 1.367 -3.631
H -2.240 -0.387 -3.956
C 2.314 0.016 0.941
C 2.268 -0.739 -0.261
C 2.275 0.175 -1.347
H 2.320 -1.828 -0.354
C 2.312 1.505 -0.807
C 2.326 1.396 0.605
H 2.399 2.244 1.295
H 2.386 -0.399 1.950
H 2.306 -0.085 -2.409
H 2.372 2.427 -1.395
C -2.443 -1.270 0.374
C -1.262 -1.977 0.763
C -0.525 -2.306 -0.419
H -0.991 -2.279 1.770
C -1.259 -1.816 -1.544
C -2.453 -1.170 -1.048
H -3.253 -0.746 -1.658
H -3.245 -0.906 1.019
H 0.382 -2.904 -0.469
H -1.003 -1.967 -2.591
Pb -0.413 0.654 -0.555
C 0.536 1.166 5.404
N -0.152 0.177 4.572
C -0.570 -1.067 5.223
C -0.273 0.369 3.281
N -0.349 0.591 2.126
H 0.482 0.839 6.452
H 0.060 2.141 5.312
H 1.595 1.260 5.126
H -1.628 -1.266 5.018
H 0.027 -1.923 4.874
H -0.418 -0.959 6.309
```

As for the spin multiplicity: 1. The charge is +1. The value obtained for the LUMO energy (spin up / spin down) is -3.3 / -5.9 eV. The HOMO energy (spin up / spin down) is -10.85 / -9.81 eV. Its largest force on an atom is 0.058 hartree/bohr.

***

[7]
C4H13N8 | the ωB97M-V functional and the def2-TZVPD basis

```
25
Properties=species:S:1:pos:R:3
H -5.331 0.337 0.141
N -4.362 0.090 0.408
N -3.489 0.611 -0.292
C -2.256 0.454 -0.021
N -1.403 1.490 -0.109
C 0.011 1.289 -0.378
N 0.585 2.408 0.322
N 1.885 2.827 0.168
N 0.451 -0.067 0.056
N 1.813 -0.268 -0.068
C -0.371 -1.189 -0.333
C 0.025 -2.278 0.670
N -1.733 -0.756 -0.038
H -2.008 2.348 -0.384
H 0.007 1.500 -1.496
H 0.433 2.428 1.356
H 2.548 2.287 0.693
H 2.076 2.784 -0.834
H 2.097 -0.758 -0.875
H 1.996 -0.836 0.698
H -0.461 -1.578 -1.423
H 0.041 -1.887 1.619
H 1.015 -2.675 0.532
H -0.548 -3.197 0.612
H -2.428 -1.430 0.249
```

The relative energy (zero: lowest compared OMol25 entry of this formula, charge and spin) comes out at 0.5772 eV. As for the spin multiplicity: 1. The charge is +1. The value obtained for the LUMO energy is -5.2 eV. The HOMO energy is -11.53 eV. Its largest force on an atom is 0.181 hartree/bohr.

***

[8]
C4H21N3O4S | the ωB97M-V functional and the def2-TZVPD basis

```
33
Properties=species:S:1:pos:R:3
C 2.275 -0.738 0.360
N 3.094 0.298 -0.164
C 0.785 -0.530 -0.228
C 0.606 -0.738 -1.737
S 0.983 0.919 -2.453
N -0.115 -1.516 0.400
C -0.133 -1.718 1.821
N -1.156 -1.027 2.698
H 2.586 -1.676 -0.136
H 2.168 -0.780 1.442
H 3.292 0.992 0.547
H 3.926 -0.082 -0.588
H 0.361 0.429 0.145
H 1.216 -1.591 -2.105
H -0.401 -0.840 -2.068
H 2.180 1.041 -1.964
H -0.109 -2.433 -0.056
H -0.301 -2.772 2.110
H 0.839 -1.524 2.308
H -0.786 -0.095 2.828
H -2.121 -0.982 2.424
H -3.645 1.367 0.850
H -4.045 -0.001 -0.111
O -3.691 0.877 0.022
H -2.998 -0.905 -1.571
H -2.616 -1.763 -0.478
O -3.401 -1.603 -1.025
H 1.105 1.489 1.948
H 2.504 1.593 2.678
O 1.893 2.025 2.063
H -1.656 1.398 0.040
H -0.691 2.293 -0.746
O -1.088 2.169 0.131
```

The relative energy (zero: lowest compared OMol25 entry of this formula, charge and spin) comes out at 1.0526 eV. As for the spin multiplicity: 2. The charge is +1. The value obtained for the LUMO energy (spin up / spin down) is -3.0 / -8.1 eV. The HOMO energy (spin up / spin down) is -13.65 / -13.11 eV. Its largest force on an atom is 0.083 hartree/bohr. The expectation value of S² is 0.7564.

***

> charge of number 7 (C4H13N8)?

+1

***

> Which value of charge does entry 1 give?

0

***

> charge of number 5 (C17H34BrCl22N2O5P)?

0

***

> Which value of charge does entry 8 give?

+1